Entry 1:
Computed, not measured: a molecular structure, C77H73MnN6P2S3Si, with the ωB97M-V functional and the def2-TZVPD basis.

Last column: Löwdin charge in e.
CARTESIAN COORDINATES (ANGSTROEM)
1 Mn -0.21 -0.28 0.48  0.08
2 C -1.09 3.31 0.69  -0.20
3 Si -1.22 1.65 -0.31  0.60
4 C -0.62 2.10 -2.07  -0.27
5 C -0.85 3.33 -2.68  -0.09
6 C -0.35 3.60 -3.94  -0.08
7 C 0.44 2.66 -4.57  -0.09
8 C 0.68 1.43 -3.98  -0.13
9 C 0.13 1.13 -2.74  -0.33
10 P 0.16 -0.50 -1.81  0.88
11 C 0.65 -2.31 -1.94  -0.29
12 C 1.85 -2.91 -2.31  -0.13
13 C 1.95 -4.29 -2.38  -0.09
14 C 0.89 -5.09 -2.01  -0.09
15 C -0.27 -4.51 -1.53  -0.06
16 C -0.39 -3.14 -1.51  -0.09
17 C -1.34 -0.91 -2.95  -0.29
18 C -2.68 -0.95 -2.62  -0.08
19 C -3.66 -1.02 -3.61  -0.07
20 C -3.30 -1.07 -4.94  -0.09
21 C -1.96 -1.11 -5.28  -0.08
22 C -1.00 -1.04 -4.29  -0.11
23 C -3.12 1.30 -0.42  -0.29
24 C -4.02 2.07 -1.14  -0.08
25 C -5.36 1.72 -1.24  -0.07
26 C -5.83 0.60 -0.58  -0.08
27 C -4.97 -0.18 0.17  -0.10
28 C -3.62 0.15 0.22  -0.42
29 P -2.42 -0.84 1.19  1.05
30 C -3.22 -0.51 2.81  -0.33
31 C -3.59 -1.48 3.73  -0.08
32 C -4.26 -1.10 4.89  -0.08
33 C -4.56 0.23 5.14  -0.08
34 C -4.16 1.20 4.23  -0.08
35 C -3.50 0.84 3.08  -0.12
36 C -2.71 -2.64 1.03  -0.36
37 C -3.61 -3.29 0.19  -0.08
38 C -3.66 -4.67 0.18  -0.07
39 C -2.81 -5.42 0.98  -0.09
40 C -1.89 -4.77 1.79  -0.08
41 C -1.83 -3.40 1.80  -0.13
42 H -1.93 3.94 0.43  0.01
43 H -0.18 3.85 0.44  0.01
44 H -1.10 3.16 1.76  -0.01
45 H -1.41 4.08 -2.15  0.10
46 H -0.57 4.54 -4.42  0.10
47 H 0.86 2.87 -5.55  0.11
48 H 1.30 0.72 -4.50  0.07
49 H 2.72 -2.31 -2.53  0.04
50 H 2.87 -4.73 -2.73  0.09
51 H 0.98 -6.17 -2.08  0.10
52 H -1.09 -5.13 -1.18  0.10
53 H -1.31 -2.68 -1.16  0.08
54 H -2.98 -0.94 -1.59  0.06
55 H -4.70 -1.01 -3.32  0.10
56 H -4.06 -1.10 -5.71  0.10
57 H -1.67 -1.19 -6.32  0.10
58 H 0.04 -1.06 -4.58  0.07
59 H -3.67 2.97 -1.64  0.10
60 H -6.03 2.32 -1.83  0.10
61 H -6.88 0.32 -0.64  0.10
62 H -5.33 -1.04 0.72  0.11
63 H -3.38 -2.52 3.55  0.10
64 H -4.57 -1.86 5.59  0.11
65 H -5.09 0.51 6.03  0.11
66 H -4.38 2.24 4.42  0.11
67 H -3.21 1.59 2.36  0.11
68 H -4.25 -2.72 -0.47  0.10
69 H -4.35 -5.17 -0.48  0.11
70 H -2.86 -6.49 0.97  0.10
71 H -1.20 -5.34 2.40  0.09
72 H -1.08 -2.89 2.40  0.09
73 N 1.08 -1.53 1.08  -0.31
74 S 2.45 -2.02 1.38  0.81
75 N 3.33 -2.55 0.12  -0.34
76 S 4.63 -1.97 -0.52  0.93
77 N 4.58 -0.61 -1.31  -0.36
78 S 3.36 0.09 -2.10  0.85
79 N 2.01 -0.08 -1.51  -0.33
80 C 3.89 1.82 -2.04  -0.28
81 C 3.56 2.64 -3.10  -0.06
82 C 3.83 4.00 -3.03  -0.04
83 C 4.44 4.53 -1.91  -0.06
84 C 4.78 3.69 -0.85  -0.06
85 C 4.50 2.34 -0.91  -0.08
86 C 3.75 -0.35 -3.84  -0.31
87 C 2.88 -1.06 -4.65  -0.08
88 C 3.27 -1.39 -5.94  -0.03
89 C 4.53 -1.04 -6.39  -0.05
90 C 5.41 -0.35 -5.56  -0.06
91 C 5.01 0.00 -4.28  -0.10
92 C 5.11 -3.29 -1.57  -0.30
93 C 5.75 -3.03 -2.79  -0.04
94 C 6.20 -4.07 -3.56  -0.04
95 C 6.06 -5.38 -3.12  -0.04
96 C 5.44 -5.64 -1.90  -0.05
97 C 4.96 -4.61 -1.13  -0.07
98 C 5.88 -1.67 0.68  -0.30
99 C 6.19 -2.68 1.60  -0.08
100 C 7.28 -2.54 2.43  -0.06
101 C 8.08 -1.40 2.35  -0.04
102 C 7.77 -0.40 1.42  -0.05
103 C 6.70 -0.54 0.58  -0.05
104 C 2.31 -3.56 2.31  -0.28
105 C 2.46 -3.69 3.68  -0.07
106 C 2.25 -4.92 4.28  -0.06
107 C 1.84 -6.01 3.52  -0.07
108 C 1.65 -5.86 2.16  -0.07
109 C 1.89 -4.65 1.54  -0.07
110 C 3.46 -0.76 2.18  -0.29
111 C 3.21 0.54 1.72  -0.12
112 C 3.85 1.61 2.30  -0.07
113 C 4.75 1.40 3.35  -0.04
114 C 5.01 0.11 3.78  -0.06
115 C 4.37 -0.98 3.22  -0.09
116 H 3.10 2.22 -3.98  0.10
117 H 3.57 4.63 -3.86  0.12
118 H 4.65 5.58 -1.85  0.11
119 H 5.26 4.10 0.02  0.11
120 H 4.76 1.68 -0.10  0.07
121 H 1.92 -1.36 -4.28  0.08
122 H 2.59 -1.94 -6.57  0.12
123 H 4.84 -1.31 -7.39  0.11
124 H 6.40 -0.10 -5.90  0.11
125 H 5.68 0.53 -3.61  0.12
126 H 5.86 -2.00 -3.10  0.09
127 H 6.67 -3.87 -4.51  0.12
128 H 6.43 -6.20 -3.72  0.11
129 H 5.32 -6.66 -1.56  0.12
130 H 4.44 -4.79 -0.20  0.10
131 H 5.56 -3.56 1.64  0.12
132 H 7.52 -3.32 3.13  0.12
133 H 8.94 -1.29 2.99  0.11
134 H 8.39 0.48 1.35  0.12
135 H 6.46 0.20 -0.17  0.10
136 H 2.73 -2.83 4.28  0.10
137 H 2.39 -5.03 5.34  0.11
138 H 1.66 -6.96 4.00  0.11
139 H 1.30 -6.70 1.57  0.11
140 H 1.75 -4.51 0.48  0.09
141 H 2.53 0.67 0.88  0.09
142 H 3.66 2.61 1.95  0.12
143 H 5.25 2.24 3.81  0.11
144 H 5.72 -0.06 4.58  0.12
145 H 4.59 -1.98 3.54  0.10
146 C 1.48 1.23 5.23  -0.04
147 C -0.01 0.92 5.05  -0.61
148 C -0.28 -0.57 5.29  -0.02
149 C -0.83 1.75 6.05  -0.03
150 N -0.44 1.37 3.72  -0.04
151 N 0.30 0.78 2.64  0.01
152 H 1.76 1.05 6.26  0.09
153 H 1.67 2.27 5.01  0.09
154 H 2.10 0.60 4.60  0.05
155 H 0.05 -0.86 6.29  0.09
156 H 0.26 -1.20 4.58  0.06
157 H -1.34 -0.78 5.19  0.07
158 H -0.51 1.56 7.06  0.09
159 H -1.89 1.51 5.96  0.07
160 H -0.70 2.81 5.84  0.09
161 H -1.43 1.17 3.60  0.06
162 H 1.09 1.41 2.46  0.07
163 H 0.69 -0.12 2.94  0.04

Results
**Charge**: +1
**⟨S²⟩**: 1.104
**E**: -180240.78322 eV
**Spin multiplicity**: 2

=====

Entry 2:
Computed, not measured: 2 unconnected molecules or ions with the total composition C4H10N2O3, with the ωB97M-V functional and the def2-TZVPD basis.

Last column: Löwdin charge in e.
CARTESIAN COORDINATES (ANGSTROEM)
1 C 1.34 1.56 1.19  -0.07
2 N 0.05 1.44 0.53  -0.16
3 C 0.11 1.32 -0.92  -0.06
4 C 0.01 -0.18 -1.21  -0.56
5 O -0.49 -0.80 -0.19  0.04
6 O 0.26 -0.69 -2.30  0.06
7 C -0.82 0.45 1.00  -0.27
8 N -0.70 0.04 2.30  0.13
9 H -1.46 -0.53 2.64  0.11
10 H 0.21 -0.30 2.60  0.10
11 H 1.20 1.79 2.25  0.09
12 H 1.96 0.65 1.10  0.10
13 H 1.89 2.39 0.73  0.09
14 H -0.75 1.82 -1.39  0.14
15 H 1.04 1.74 -1.33  0.13
16 H -1.86 0.64 0.72  0.16
17 O -0.59 -4.08 -2.33  -0.08
18 H -0.83 -4.15 -3.27  0.04
19 H -0.57 -3.13 -2.15  0.01

Results
**SMILES**: CN1CC(=O)O[C@H]1N.O
**E**: -13432.78369 eV

=====

Entry 3:
Computed, not measured: a molecular structure, C15H40FO5Zn, with the ωB97M-V functional and the def2-TZVPD basis.

Last column: Löwdin charge in e.
CARTESIAN COORDINATES (ANGSTROEM)
1 Zn -2.04 -2.61 0.91  1.31
2 F -0.50 -1.79 0.04  -0.40
3 C 3.59 -3.17 -2.50  -0.04
4 C 2.46 -2.36 -1.85  -0.50
5 C 1.80 -1.42 -2.86  -0.06
6 O 1.51 -3.21 -1.24  -0.07
7 H 4.18 -3.64 -1.71  0.08
8 H 4.31 -2.47 -2.93  0.08
9 H 3.30 -3.89 -3.26  0.08
10 H 2.90 -1.72 -1.06  0.13
11 H 2.49 -0.72 -3.33  0.09
12 H 0.98 -0.81 -2.49  0.05
13 H 1.37 -2.01 -3.67  0.09
14 H 0.84 -2.64 -0.82  0.02
15 C 1.23 4.38 0.44  -0.05
16 C 0.97 2.99 -0.11  -0.48
17 C 1.37 1.91 0.87  -0.07
18 O -0.44 2.86 -0.28  -0.09
19 H 0.88 5.18 -0.22  0.08
20 H 2.30 4.54 0.60  0.08
21 H 0.69 4.55 1.37  0.08
22 H 1.45 2.82 -1.09  0.14
23 H 2.43 2.07 1.10  0.09
24 H 1.18 0.90 0.50  0.07
25 H 0.93 2.02 1.86  0.08
26 H -0.58 2.02 -0.74  0.02
27 C 2.51 -0.44 3.24  -0.04
28 C 1.40 -1.40 2.82  -0.50
29 C 1.93 -2.68 2.17  -0.04
30 O 0.66 -1.69 4.00  -0.04
31 H 2.11 0.51 3.59  0.08
32 H 3.20 -0.22 2.43  0.08
33 H 3.12 -0.89 4.02  0.09
34 H 0.73 -0.91 2.10  0.09
35 H 2.47 -2.43 1.25  0.07
36 H 1.09 -3.36 1.98  0.06
37 H 2.68 -3.24 2.73  0.09
38 H -0.19 -2.05 3.72  0.06
39 C -2.63 1.58 -2.99  -0.04
40 C -2.32 0.29 -2.28  -0.46
41 C -1.99 -0.79 -3.30  -0.05
42 O -1.18 0.50 -1.42  -0.10
43 H -2.69 2.43 -2.31  0.08
44 H -3.50 1.48 -3.64  0.09
45 H -1.84 1.92 -3.66  0.10
46 H -3.14 -0.06 -1.64  0.12
47 H -2.90 -1.24 -3.69  0.09
48 H -1.40 -1.63 -2.93  0.07
49 H -1.33 -0.43 -4.10  0.09
50 H -0.93 -0.34 -0.99  0.03
51 C -2.15 1.12 2.82  -0.02
52 C -3.25 0.43 2.03  -0.37
53 C -3.87 1.41 1.01  -0.03
54 O -2.62 -0.53 1.12  -0.16
55 H -2.48 1.61 3.73  0.10
56 H -1.70 1.92 2.23  0.08
57 H -1.28 0.48 3.03  0.08
58 H -3.99 -0.11 2.60  0.15
59 H -3.13 1.84 0.34  0.08
60 H -4.33 2.27 1.50  0.10
61 H -4.68 0.95 0.46  0.09
62 H -2.00 -0.07 0.52  0.07

Results
**Charge**: +1
**E**: -77567.92971 eV

=====

Entry 4:
Computed, not measured: 3 unconnected molecules or ions with the total composition C4H7NO, with the ωB97M-V functional and the def2-TZVPD basis.

Last column: Löwdin charge in e.
CARTESIAN COORDINATES (ANGSTROEM)
1 C -2.49 2.24 -1.66  -0.02
2 C -2.69 1.46 -0.74  -0.05
3 C 1.71 -1.04 0.34  -0.69
4 C 0.73 -1.34 1.37  -0.06
5 H -2.33 2.95 -2.46  0.02
6 H -2.79 0.57 -0.03  0.05
7 H 1.97 0.56 -1.03  0.06
8 H 0.05 0.31 -0.69  0.27
9 H 0.91 -2.44 1.81  0.13
10 H -0.25 -1.11 0.99  0.04
11 H 1.06 -0.62 2.25  0.13
12 N 1.44 0.18 -0.26  0.08
13 O 2.69 -1.73 0.10  0.04

Results
**E**: -7794.55579 eV